Record 1
Below is C55H31F11I4MnN6O6S2 as an isolated structure in a non-equilibrium geometry, with properties calculated with ωB97M-V/def2-TZVPD.

Output
**2S+1**: 6
**E_HOMO (spin up / spin down)**: -1.90 / -1.95 eV
**Orbital gap (spin up / spin down)**: 0.1737 / 0.1753 hartree
**Charge**: -2

Last column: Mulliken spin population.
CARTESIAN COORDINATES (ANGSTROEM)
Mn  14.542  15.929  13.534  4.781
I  20.518  23.406  15.971  0.000
C  18.973  22.016  15.580  0.001
C  18.230  21.588  16.649  -0.001
C  17.286  20.556  16.429  0.002
C  17.076  19.936  15.159  0.009
C  17.815  20.484  14.117  0.000
C  18.788  21.502  14.329  -0.001
C  16.107  18.865  14.857  0.050
C  14.930  19.113  14.161  -0.023
C  14.495  20.474  13.725  -0.001
C  13.306  20.310  13.135  0.003
C  12.959  18.864  13.198  -0.027
C  11.801  18.280  12.860  0.033
C  10.697  19.172  12.434  0.004
C  9.918  19.910  13.284  0.003
C  8.869  20.708  12.886  -0.001
C  8.625  20.710  11.553  0.001
I  7.017  21.900  10.878  0.000
C  9.346  20.029  10.573  -0.001
C  10.423  19.304  10.998  0.002
C  11.596  16.877  12.700  0.050
N  12.561  15.946  12.623  -0.048
C  12.103  14.831  12.138  -0.111
C  12.990  12.644  12.736  0.050
C  13.252  11.422  12.137  -0.007
C  13.540  11.293  10.622  0.002
C  12.712  10.255  9.978  -0.002
C  12.677  9.078  10.698  0.001
I  11.783  7.400  9.745  0.000
C  13.074  8.987  12.085  -0.002
C  13.322  10.140  12.781  0.001
C  13.132  12.916  14.130  0.002
C  12.757  12.137  15.239  0.011
C  13.500  12.576  16.352  -0.003
C  14.308  13.645  15.858  -0.032
N  14.004  13.919  14.566  -0.012
C  15.374  14.352  16.569  0.091
C  15.990  15.541  16.232  -0.064
C  17.140  16.089  16.973  0.002
C  17.325  17.363  16.508  0.013
C  16.335  17.594  15.482  0.014
N  15.599  16.483  15.326  0.020
C  15.769  13.693  17.870  -0.014
C  15.484  14.448  19.060  -0.003
C  15.928  13.931  20.267  0.001
C  16.732  12.820  20.278  0.000
I  17.392  12.146  22.155  0.000
C  16.985  12.049  19.149  0.000
C  16.410  12.449  17.962  -0.001
C  10.688  14.899  11.936  0.008
C  10.391  16.235  12.236  0.012
N  14.020  18.191  13.841  0.074
H  18.322  22.069  17.627  0.000
H  16.671  20.227  17.268  0.000
H  17.683  20.035  13.127  0.001
H  19.349  21.785  13.470  0.000
H  15.154  21.374  13.825  -0.002
H  12.617  21.034  12.680  0.001
H  10.185  19.864  14.386  0.000
H  8.409  21.395  13.600  0.000
H  9.039  20.121  9.475  0.000
H  11.047  18.752  10.338  0.000
H  14.590  10.874  10.761  0.001
H  12.477  10.239  8.953  0.000
H  13.256  8.028  12.562  0.000
H  13.557  10.181  13.864  0.000
H  12.086  11.346  15.207  -0.001
H  13.535  12.109  17.319  -0.001
H  17.713  15.711  17.801  0.000
H  18.047  18.152  16.807  -0.001
H  14.883  15.334  18.989  0.000
H  15.671  14.406  21.206  0.000
H  17.476  11.073  19.196  0.000
H  16.493  11.845  17.108  0.000
H  10.170  13.986  11.678  0.002
H  9.428  16.750  12.203  0.001
F  16.413  10.827  9.133  0.000
C  17.577  11.291  9.604  0.000
F  17.663  12.568  9.239  0.000
F  18.537  10.574  9.039  0.000
S  17.473  11.220  11.465  0.000
O  16.154  11.806  11.684  0.001
O  18.656  11.893  11.918  0.000
N  17.436  9.703  11.842  0.000
S  18.521  8.871  12.625  0.000
O  19.851  9.412  12.535  0.000
O  18.335  7.454  12.446  0.000
C  18.108  9.057  14.435  0.000
F  18.955  8.409  15.181  0.000
F  16.924  8.429  14.636  0.000
F  18.054  10.270  14.967  0.000
F  17.963  20.615  9.353  0.000
C  17.324  19.562  9.814  0.008
C  17.982  18.873  10.783  -0.005
F  19.168  19.386  11.027  0.000
C  17.429  17.859  11.529  -0.016
F  18.056  17.226  12.527  -0.001
C  16.158  17.323  11.180  0.019
O  15.670  16.335  11.822  0.042
C  15.480  18.078  10.183  0.001
F  14.196  17.829  10.022  -0.002
C  16.030  19.144  9.487  -0.002
F  15.308  19.799  8.568  0.000
C  13.628  14.788  9.133  -0.011
N  13.210  13.387  9.325  -0.001
C  11.824  13.144  9.076  0.002
C  13.923  12.621  10.051  -0.011
O  12.910  13.755  11.919  0.085
H  13.088  15.443  9.878  0.004
H  13.419  15.108  8.114  0.000
H  14.671  14.893  9.395  0.002
H  11.580  13.050  8.000  0.000
H  11.194  13.945  9.417  -0.001
H  11.410  12.299  9.637  0.000
H  14.879  13.055  10.322  -0.002

---

Record 2
Below is a 2-piece molecular cluster, CHF2O4S overall in a non-equilibrium geometry, with properties calculated with ωB97M-V/def2-TZVPD.

Output
**E_HOMO (spin up / spin down)**: -6.00 / -5.99 eV
**Orbital gap (spin up / spin down)**: 0.3340 / 0.3334 hartree
**Charge**: -1
**ΔE to the lowest compared entry with this formula, charge and spin**: 3.127 eV

Last column: Löwdin charge in e.
CARTESIAN COORDINATES (ANGSTROEM)
C  -0.253  0.602  -1.550  -0.266
O  -0.797  2.221  0.397  -0.376
O  1.572  2.168  -0.246  -0.309
O  -0.123  2.965  -1.904  -0.334
O  0.429  -1.302  -0.522  -0.259
F  -1.589  0.388  -1.645  0.087
F  0.276  0.490  -2.792  0.068
S  0.232  2.201  -0.711  0.464
H  1.300  -1.187  -0.177  -0.076

---

- Which of these has the lowest charge?
  C55H31F11I4MnN6O6S2

---

- The lowest charge belongs to which entry?
  C55H31F11I4MnN6O6S2

---

- Among the records above, which one has the highest charge?
  CHF2O4S